Record 1
DFT (ωB97M-V with the def2-TZVPD basis set) results for 3 unconnected molecules or ions with the total composition C5H15NOS in a non-equilibrium geometry.

Properties
E (a.u.): -727.46186
Kohn-Sham gap (eV): 5.807
Relative energy (zero: lowest compared OMol25 entry of this formula, charge and spin) (kcal per mole): 140.5

Structure (ORCA input):
```
! wB97M-V def2-TZVPD RIJCOSX def2/J DEFGRID3
* xyz 0 1
C -1.00245 0.05700 -1.53146
C -0.59036 1.53801 -1.32791
S -1.43033 2.22687 0.07859
C -0.95934 -0.70865 -0.24225
N 0.40263 -0.80408 0.28936
C 0.53624 -0.63966 1.74633
C 1.11506 -1.91582 -0.28894
H -0.38642 -0.38947 -2.31808
H -1.99939 0.08865 -1.96352
H 0.47774 1.55063 -1.08835
H -0.69073 2.14602 -2.30170
H -2.32587 -0.06051 1.13084
H -1.38100 -1.69242 -0.43830
H -1.63469 -0.11124 0.43330
H 1.60225 -0.88133 1.94890
H 0.48290 0.41647 1.97858
H -0.07655 -1.35158 2.31720
H 1.22609 -1.79493 -1.36946
H 2.15447 -1.91961 0.01432
H 0.60714 -2.87320 -0.13110
H 0.52457 2.49041 1.14963
H 1.87183 2.19216 0.53527
O 1.47623 2.43626 1.37876
*
```

Record 2
DFT (ωB97M-V with the def2-TZVPD basis set) results for C5H15NSi in the gas phase in a non-equilibrium geometry.

Properties
E (a.u.): -543.72533
Structure (SMILES): CC(C)N[SiH](C)C
Kohn-Sham gap (eV): 9.543
Relative energy (zero: lowest compared OMol25 entry of this formula, charge and spin) (kcal per mole): 18.9

Structure (ORCA input):
```
! wB97M-V def2-TZVPD RIJCOSX def2/J DEFGRID3
* xyz 0 1
C -2.53585 0.93345 -0.80619
C -1.37821 -0.02226 -0.34566
C -1.85238 -0.48019 1.06408
N -0.11061 0.63673 -0.51152
Si 1.47465 -0.35293 -0.20371
C 1.77521 -0.65839 1.66767
C 2.63756 0.77571 -1.09940
H -2.00788 1.67084 -1.46756
H -3.08151 0.41320 -1.48015
H -3.06366 1.27669 0.10794
H -1.33014 -0.94691 -0.98685
H -2.69658 -1.19564 1.15410
H -2.24607 0.36569 1.56441
H -0.97573 -0.77176 1.65332
H -0.15072 1.61341 -0.01599
H 1.16760 -1.60669 -0.80657
H 1.02145 -1.29040 2.05898
H 2.72983 -1.33377 1.63683
H 2.05787 0.21431 2.20910
H 3.04773 1.58006 -0.51434
H 3.58453 0.42396 -1.69365
H 1.93936 1.25244 -1.78372
*
```

Record 3
DFT (ωB97M-V with the def2-TZVPD basis set) results for C5H15OPSi in the gas phase in a non-equilibrium geometry.

Properties
E (a.u.): -905.54416
Structure (SMILES): C[Si](C)(C)P(C)(C)=O
Kohn-Sham gap (eV): 9.056
Relative energy (zero: lowest compared OMol25 entry of this formula, charge and spin) (kcal per mole): 47.2

Structure (ORCA input):
```
! wB97M-V def2-TZVPD RIJCOSX def2/J DEFGRID3
* xyz 0 1
C -1.26246 -1.63798 -1.53642
Si -1.00390 -0.54140 0.01258
C -1.18056 -1.37289 1.78744
C -1.71538 1.29891 -0.10584
P 1.22977 -0.04059 0.15448
C 1.85953 0.53907 -1.41520
C 1.59173 1.43903 1.11842
O 2.24428 -1.28398 0.76010
H -1.05715 -1.15811 -2.53194
H -0.39452 -2.38993 -1.52400
H -2.21007 -2.23645 -1.70173
H -0.16090 -1.87684 2.05487
H -1.36672 -0.89026 2.72068
H -1.88457 -2.13141 1.62802
H -2.16957 1.76342 0.86001
H -0.92698 2.06621 -0.49489
H -2.53935 1.37560 -0.78551
H 1.91225 -0.49760 -1.91754
H 1.33555 1.26526 -1.87057
H 2.89710 0.85150 -1.04751
H 1.25974 1.56290 2.23614
H 2.58801 1.59686 1.02616
H 0.95417 2.29866 0.57226
*
```

Record 4
DFT (ωB97M-V with the def2-TZVPD basis set) results for a molecular structure, C5H16Ag2FO5 in a non-equilibrium geometry.

Properties
E (a.u.): -969.76059
Kohn-Sham gap (eV): 6.665
Relative energy (zero: lowest compared OMol25 entry of this formula, charge and spin) (kcal per mole): 3.6

Structure (ORCA input):
```
! wB97M-V def2-TZVPD RIJCOSX def2/J DEFGRID3
* xyz 1 1
Ag -1.79997 -0.50420 2.23664
Ag 0.74941 -2.48669 0.38410
F -0.52871 -0.44984 0.24725
C -3.50492 -1.77919 -0.98201
O -2.18470 -1.82869 -1.49293
H -3.66234 -2.56108 -0.22690
H -3.74718 -0.80993 -0.53094
H -4.25014 -1.94677 -1.76096
H -1.72024 -1.06681 -1.12433
C 2.80332 0.08279 1.33840
C 3.26112 -0.98806 2.32270
O 2.49719 -2.20550 2.18697
O 1.50786 0.58654 1.64341
H 2.81736 -0.31995 0.31994
H 3.53122 0.88858 1.40487
H 3.25607 -0.65396 3.36004
H 4.29890 -1.22730 2.06418
H 2.69453 -2.74563 2.95942
H 0.84780 0.12489 1.10561
C -1.49814 2.27672 -1.59378
C -0.05324 2.25978 -2.04115
O 0.45444 0.92425 -2.13551
O -1.62163 2.18478 -0.16489
H -2.02605 1.47348 -2.11435
H -1.98610 3.22959 -1.79327
H 0.61902 2.87687 -1.43790
H 0.04574 2.68684 -3.04158
H 0.23983 0.48584 -1.30238
H -1.04045 1.49267 0.16935
*
```

Record 5
DFT (ωB97M-V with the def2-TZVPD basis set) results for a molecular structure, C5H16AgF2N2O9S2 in a non-equilibrium geometry.

Properties
E (a.u.): -2129.66376
Kohn-Sham gap (alpha / beta) (eV): 8.797 / 8.479

Structure (ORCA input):
```
! wB97M-V def2-TZVPD RIJCOSX def2/J DEFGRID3
* xyz 0 2
N -1.64494 2.78488 22.60770
H -1.71215 3.74669 22.90854
H -0.87608 2.69055 21.95960
H -2.54976 2.49020 22.26921
H -1.43049 2.12773 23.34410
Ag -1.48395 2.75498 19.10603
N 0.18972 2.26486 20.83166
S 1.59738 2.78246 20.85978
O 2.52419 2.48023 19.74388
O 2.20577 3.01602 22.15513
F 1.08053 4.21191 20.32567
S 0.73341 0.81321 21.48960
O 0.71207 0.69577 22.94823
O 1.59086 -0.10377 20.72077
F -0.68507 0.13711 21.03327
C -3.79103 1.27742 19.89469
O -3.14990 1.24567 18.84438
O -4.86492 0.83646 20.03054
O -3.55846 2.11102 20.78199
C -0.38535 0.89769 16.48859
C -0.15270 2.25826 15.95522
O -0.12646 3.14508 17.06080
H 0.17037 0.72035 17.40938
H -0.31704 0.12394 15.72391
H -1.39913 0.82985 16.88323
H -1.04670 2.55494 15.40673
H 0.64087 2.34505 15.21306
H 0.43562 3.90073 16.87462
C -0.52908 6.26735 18.15889
C -1.05877 6.55821 19.53846
O -2.02196 5.57808 19.80223
H 0.06266 5.35691 18.25399
H 0.24472 6.97772 17.86789
H -1.20017 6.13483 17.31025
H -1.55247 7.52936 19.50332
H -0.40078 6.55081 20.40742
H -2.61596 5.93917 20.46435
*
```

Record 6
DFT (ωB97M-V with the def2-TZVPD basis set) results for a molecular structure, C5H16AgN6O5 in a non-equilibrium geometry.

Properties
E (a.u.): -1051.90724
Kohn-Sham gap (eV): 8.263

Structure (ORCA input):
```
! wB97M-V def2-TZVPD RIJCOSX def2/J DEFGRID3
* xyz -1 1
Ag -0.64174 0.59323 0.08404
O 2.27207 -0.82803 -0.25735
C 2.40619 0.59558 -0.22576
C 1.90693 1.12814 -1.54384
O 0.81400 2.02931 -1.34025
H 3.40303 0.79880 0.16106
H 1.65353 1.10080 0.43711
H 1.53255 0.21082 -2.07495
H 2.63668 1.53036 -2.19128
C 0.26385 -3.83589 -1.16254
O -0.82981 -4.40890 -1.12024
N 0.41596 -2.92420 -2.18249
N 1.25719 -4.18093 -0.28551
H -0.46942 -2.77101 -2.61272
H 0.69392 -1.96680 -1.87850
H 1.70469 -3.31971 -0.07925
H 0.58880 -4.43019 0.43555
C -2.13879 3.55133 -0.69647
O -2.63791 2.46224 -1.01692
N -2.92830 4.47078 -0.07262
N -0.88264 3.85944 -0.85092
H -3.86915 4.18372 0.00001
H -2.89931 5.35630 -0.60807
H -0.46535 4.59349 -0.34760
H -0.20778 3.14803 -1.27867
C -0.78502 -1.18054 2.35694
O -1.59164 -0.64613 1.55131
N 0.48758 -1.09436 2.09141
N -1.31908 -1.63742 3.53613
H 1.86962 -1.07502 0.55122
H 0.93398 -1.54610 2.85694
H -2.30873 -1.42513 3.60510
H -0.86590 -2.34200 4.15914
*
```

Record 7
DFT (ωB97M-V with the def2-TZVPD basis set) results for a molecular structure, C5H16B2F6NO5S2Zn in a non-equilibrium geometry.

Properties
E (a.u.): -3855.20138
Kohn-Sham gap (eV): 3.788
Relative energy (zero: lowest compared OMol25 entry of this formula, charge and spin) (kcal per mole): 267.6

Structure (ORCA input):
```
! wB97M-V def2-TZVPD RIJCOSX def2/J DEFGRID3
* xyz -1 1
Zn -17.52294 -24.99272 -27.01371
B -15.30064 -27.33988 -28.47482
H -14.59360 -28.08985 -28.79401
H -15.86626 -26.92591 -29.29515
H -15.94636 -27.70680 -27.69210
H -14.75943 -26.52607 -28.01762
B -17.35974 -21.65887 -28.48050
H -16.48957 -22.05801 -27.98278
H -17.14328 -20.72056 -28.96727
H -17.75202 -22.34349 -29.21647
H -18.09581 -21.52067 -27.70374
C -22.72706 -27.06737 -24.75663
F -23.84856 -26.96192 -24.04907
F -21.65963 -26.98717 -23.90500
F -22.77937 -28.29790 -25.34128
S -22.57016 -25.64218 -26.11062
O -23.85312 -25.19407 -26.58112
O -21.95987 -24.51383 -25.43478
N -21.28467 -26.31126 -27.18546
S -22.04318 -27.18835 -28.28708
O -21.23103 -28.32172 -28.66563
O -23.43699 -27.50304 -28.03824
C -22.07606 -25.96325 -29.78900
F -23.00390 -26.31012 -30.69833
F -22.22352 -24.74268 -29.33296
F -20.93981 -26.14343 -30.38634
C -13.30825 -23.62110 -22.95061
C -14.33237 -24.71005 -22.61482
C -14.61721 -25.04902 -21.11725
O -15.50000 -24.24764 -23.10066
H -13.41364 -22.71443 -22.35485
H -13.35091 -23.35383 -24.00647
H -12.33474 -24.01015 -22.65226
H -14.04133 -25.60345 -23.16729
H -15.53276 -25.62266 -20.97301
H -14.58533 -24.21315 -20.41839
H -13.81175 -25.69283 -20.76388
H -15.81333 -23.52921 -22.54633
*
```

Record 8
DFT (ωB97M-V with the def2-TZVPD basis set) results for 2 unconnected molecules or ions with the total composition C5H16N2O in a non-equilibrium geometry.

Properties
E (a.u.): -384.82187
Structure (SMILES): CN[C@@H](C)CCN.O
Kohn-Sham gap (eV): 9.225
Relative energy (zero: lowest compared OMol25 entry of this formula, charge and spin) (kcal per mole): 22.7

Structure (ORCA input):
```
! wB97M-V def2-TZVPD RIJCOSX def2/J DEFGRID3
* xyz 0 1
C -0.09534 -1.28047 0.71067
N 0.32602 -0.10504 -0.07181
C 0.04777 1.19062 0.58487
C 1.33681 1.77471 1.17510
C -0.51655 2.17941 -0.45378
C -1.77237 1.70659 -1.16440
N -1.48404 0.78300 -2.26444
H -1.18397 -1.23484 0.80765
H 0.11149 -2.18160 0.14311
H 0.34590 -1.34370 1.70448
H 1.31545 -0.24177 -0.22824
H -0.72441 1.05535 1.34784
H 1.44309 2.83643 0.96810
H 2.20080 1.43561 0.59168
H 1.46387 1.49822 2.22217
H -0.79178 3.01647 0.18786
H 0.26945 2.41367 -1.17554
H -2.43998 1.30156 -0.38411
H -2.33690 2.53752 -1.56373
H -2.28777 0.16851 -2.39523
H -0.81080 0.10882 -1.92476
O 1.78802 -4.96405 0.96088
H 2.49232 -5.37865 1.48932
H 1.08101 -5.01729 1.61944
*
```